Density functional theory data (ωB97M-V/def2-TZVPD) for a cluster of 2 separate species, C4H10NO4 in total in a non-equilibrium geometry.

Last column: Mulliken charge in e.
CARTESIAN COORDINATES (ANGSTROEM)
O  -1.421  -1.084  4.760  -0.47
H  2.997  -3.523  1.932  0.31
H  1.268  -3.451  1.653  0.30
H  0.924  -1.766  3.309  0.19
O  -3.704  -1.222  4.862  -0.41
N  -2.450  -0.449  4.701  0.99
H  1.873  -4.685  6.592  0.29
H  0.572  -3.555  7.059  0.29
C  2.141  -2.859  1.928  -1.21
C  1.577  -2.926  5.394  -0.34
H  2.676  -1.381  3.393  0.28
C  1.072  -4.030  6.216  -0.91
C  1.939  -2.175  3.242  0.01
H  2.289  -2.125  1.143  0.37
H  0.364  -4.660  5.647  0.24
O  2.126  -3.196  4.258  -0.35
H  1.327  -1.903  5.631  0.54
H  -3.345  -2.109  5.039  0.37
O  -2.632  0.731  4.467  -0.48

Output
- HOMO-LUMO gap (spin up / spin down) (eV) = 5.99 / 10.56
- calculated total energy (Eh) = -513.90076
- multiplicity = 2
- lowest unoccupied orbital energy (spin up / spin down) (Eh) = -0.0091 / -0.0092
- energy above the lowest of the compared OMol25 structures with the same formula, charge and spin (kcal/mol) = 97.6